Entry 1:
# C36H54O27

A cluster of 9 separate species, C36H54O27 in total at a distorted geometry (ωB97M-V with the def2-TZVPD basis set, the Open Molecules 2025 dataset).

Last column: Mulliken charge in e.
Atoms and positions in Å:
1 C 28.58311 10.45239 13.47476  -0.69
2 C 27.13232 9.94981 13.34529  0.42
3 C 26.69468 8.68176 14.21966  0.41
4 O 26.02141 9.38459 15.26007  -0.27
5 C 25.67551 10.67633 14.89938  0.53
6 O 25.02736 11.56734 15.56573  -0.65
7 O 26.30229 10.98022 13.71834  -0.23
8 H 29.27707 9.70132 13.09739  0.28
9 H 28.96076 10.79563 14.43791  -0.26
10 H 28.73917 11.23036 12.72743  0.40
11 H 26.91594 9.84659 12.28198  0.27
12 H 27.44878 7.96279 14.53983  0.02
13 H 26.03665 7.97437 13.71497  -0.24
14 C 27.47482 5.75830 16.79249  -0.69
15 C 27.20944 4.76459 17.88682  0.33
16 C 26.87515 3.34474 17.39156  0.10
17 O 27.60488 2.49054 18.36639  -0.39
18 C 28.61599 3.23000 18.90671  0.62
19 O 29.46729 2.77879 19.71632  -0.61
20 O 28.54041 4.49696 18.48208  -0.37
21 H 27.76600 5.23213 15.88339  -0.15
22 H 28.38059 6.32199 17.01597  0.29
23 H 26.55858 6.32434 16.62454  0.26
24 H 26.53411 5.11703 18.66645  0.34
25 H 27.19002 3.14844 16.36667  -0.13
26 H 25.81483 3.10783 17.47932  0.32
27 C 30.51452 17.16875 13.13958  -1.51
28 C 29.39031 16.31975 13.81797  0.75
29 C 27.98447 16.93007 14.00717  -0.43
30 O 27.23052 15.96293 13.33762  -0.29
31 C 27.92475 14.88560 13.01146  0.51
32 O 27.38772 13.90553 12.62934  -0.50
33 O 29.20090 15.11708 13.09614  -0.29
34 H 31.31515 16.47752 12.87637  0.26
35 H 30.92502 17.92129 13.81281  0.37
36 H 30.08872 17.76548 12.33290  0.46
37 H 29.77253 15.92925 14.76110  0.10
38 H 27.94808 17.93294 13.58171  0.26
39 H 27.48376 16.90917 14.97514  0.26
40 C 32.97409 14.74177 15.04208  -1.33
41 C 32.69115 13.33648 15.52677  0.34
42 C 31.56618 12.52085 14.91364  0.12
43 O 32.16614 11.23261 14.77434  -0.11
44 C 33.50543 11.38417 14.93810  0.50
45 O 34.32993 10.46805 14.73363  -0.60
46 O 33.78581 12.50605 15.62782  -0.35
47 H 33.35130 15.07212 14.07426  0.29
48 H 33.66572 15.00268 15.84311  0.42
49 H 32.20357 15.44584 15.35622  0.31
50 H 32.40053 13.38509 16.57618  0.14
51 H 31.40886 12.83351 13.88137  0.02
52 H 30.65707 12.60740 15.50873  0.28
53 C 33.74367 12.34487 9.32468  -1.47
54 C 32.45022 12.27278 10.16117  0.66
55 C 31.24176 11.73055 9.51040  -0.49
56 O 30.70488 10.81137 10.37523  -0.30
57 C 31.55717 10.42793 11.31013  0.70
58 O 31.40182 9.61717 12.25286  -0.52
59 O 32.64669 11.28114 11.09206  -0.37
60 H 34.66855 12.54468 9.86577  0.36
61 H 33.75340 13.28752 8.77751  0.43
62 H 33.86374 11.53175 8.60877  0.34
63 H 32.06438 13.12742 10.71689  0.06
64 H 31.62866 11.42734 8.53752  0.30
65 H 30.64848 12.62636 9.32697  0.32
66 C 23.96332 14.52088 13.86507  -1.50
67 C 23.33770 15.87241 14.21362  0.52
68 C 23.19451 16.16747 15.74753  -0.39
69 O 23.34277 17.52530 15.73209  -0.36
70 C 24.14638 17.95303 14.64485  0.64
71 O 24.74594 19.02582 14.47434  -0.56
72 O 24.29299 16.84928 13.81054  -0.29
73 H 23.14016 13.81010 13.93798  0.46
74 H 24.76167 14.15721 14.51198  0.27
75 H 24.21407 14.38632 12.81287  0.40
76 H 22.39676 16.06131 13.69686  0.26
77 H 24.02856 15.73084 16.29693  0.26
78 H 22.23713 16.02645 16.24918  0.29
79 C 28.60731 10.65270 17.54038  -0.79
80 C 28.21570 10.10563 18.91811  0.17
81 C 27.08917 8.99410 18.79250  0.11
82 O 27.53380 7.94590 19.47902  -0.31
83 C 28.76921 8.06902 19.89638  0.71
84 O 29.38321 7.13036 20.38809  -0.57
85 O 29.25932 9.19303 19.40167  -0.41
86 H 28.14092 11.63606 17.48041  0.47
87 H 28.41165 10.06124 16.64596  -0.16
88 H 29.67743 10.85965 17.55175  0.25
89 H 28.02220 10.90675 19.63146  0.34
90 H 27.04275 8.67691 17.75071  -0.09
91 H 26.17428 9.39955 19.22458  0.32
92 C 28.76389 2.69970 11.39763  -1.68
93 C 28.40085 3.54862 12.57439  0.96
94 C 29.21439 3.23953 13.78343  -0.30
95 O 29.62239 4.56453 14.26038  -0.36
96 C 29.28622 5.51311 13.31177  0.74
97 O 29.50137 6.74130 13.30996  -0.67
98 O 28.80850 4.88457 12.34637  -0.30
99 H 29.78407 2.66617 11.01525  0.37
100 H 28.03367 3.06073 10.67339  0.39
101 H 28.61089 1.66560 11.70637  0.41
102 H 27.33596 3.53719 12.80672  -0.11
103 H 30.08407 2.68701 13.42780  0.38
104 H 28.60874 2.70777 14.51726  0.20
105 C 23.91318 6.16633 11.43783  -1.30
106 C 23.25753 6.18986 12.81912  0.27
107 C 22.17457 5.12415 12.89508  -0.44
108 O 23.07856 4.04079 13.40358  -0.40
109 C 24.23395 4.52828 13.98607  0.45
110 O 25.14648 3.93700 14.41977  -0.43
111 O 24.25304 5.86664 13.81871  -0.16
112 H 24.16576 5.11075 11.33772  0.36
113 H 24.83834 6.74268 11.43883  0.27
114 H 23.28497 6.65423 10.69257  0.39
115 H 22.98836 7.23473 12.97375  0.41
116 H 21.66465 4.81864 11.98144  0.32
117 H 21.44318 5.42408 13.64556  0.27

## Properties
Gap between HOMO and LUMO (Eh): 0.3697
LUMO (eV): 0.136
Maximum force (eV/Å): 6.443
Energy relative to the best compared isomer or geometry (same formula, charge and spin) (eV): 7.427



Entry 2:
# C7HBrN4

A structure of composition C7HBrN4 at a distorted geometry (ωB97M-V with the def2-TZVPD basis set, the Open Molecules 2025 dataset).

Last column: natural (NBO) charge in e.
Atoms and positions in Å:
1 C -2.09592 -2.16909 -1.62833  0.18
2 C 0.34319 -1.63489 -1.55420  0.18
3 C -0.03827 0.76674 1.94840  0.26
4 C -0.48847 1.90275 0.11836  0.26
5 C -0.92792 -1.64805 -1.28025  -0.09
6 C -1.39318 -0.27873 0.13935  0.04
7 C -0.19668 0.51365 0.51931  -0.57
8 N -3.20068 -2.44287 -1.84712  -0.18
9 N 1.49389 -1.37555 -1.54661  -0.20
10 N 0.02269 1.10087 3.03498  -0.23
11 N -0.72583 3.00315 -0.06799  -0.24
12 Br -3.23749 -0.18187 0.61604  0.25
13 H 0.69903 -0.09036 -0.07740  0.35

## Properties
Gap between HOMO and LUMO (alpha / beta) (Eh): 0.3286 / 0.2472
LUMO (alpha / beta) (eV): -1.900 / -3.352
Maximum force (eV/Å): 6.726
Energy relative to the best compared isomer or geometry (same formula, charge and spin) (eV): 0.000



Entry 3:
# C2H5N3O3

An isolated molecule of C2H5N3O3 at a distorted geometry (ωB97M-V with the def2-TZVPD basis set, the Open Molecules 2025 dataset).

Last column: natural (NBO) charge in e.
Atoms and positions in Å:
1 C -0.44452 0.14958 0.00338  -0.24
2 C 0.20535 -1.25112 0.20579  -0.29
3 N 0.68657 1.07315 0.29015  0.02
4 N 1.60821 -1.01732 -0.39595  0.15
5 N 1.90904 0.46137 0.18602  0.31
6 O 2.47593 -1.85783 -0.41388  -0.38
7 O 2.88576 1.13586 0.03714  -0.40
8 O 0.67966 2.34369 -0.18859  -0.54
9 H -0.55151 0.17937 -1.05595  0.20
10 H -1.27141 0.30288 0.61173  0.23
11 H 0.39757 -1.41608 1.27253  0.22
12 H -0.15493 -1.95819 -0.49052  0.24
13 H 1.49407 2.53153 -0.64579  0.49

## Properties
Gap between HOMO and LUMO (alpha / beta) (Eh): 0.2839 / 0.3198
LUMO (alpha / beta) (eV): -0.087 / 0.174
Maximum force (eV/Å): 4.069
Energy relative to the best compared isomer or geometry (same formula, charge and spin) (eV): 7.868



Entry 4:
# CH4O

An isolated molecule of CH4O at a distorted geometry (ωB97M-V with the def2-TZVPD basis set, the Open Molecules 2025 dataset).

Last column: natural (NBO) charge in e.
Atoms and positions in Å:
1 C 0.19007 -0.15030 0.12853  -0.26
2 O 0.02175 1.13568 -0.19543  -0.68
3 H 1.19247 -0.50126 0.57059  0.18
4 H 0.13340 -1.01958 -0.66561  0.14
5 H -0.65051 -0.44043 0.83490  0.15
6 H -0.88719 0.97589 -0.67298  0.47

## Properties
Gap between HOMO and LUMO (Eh): 0.4079
LUMO (eV): 0.894
Maximum force (eV/Å): 6.687
Energy relative to the best compared isomer or geometry (same formula, charge and spin) (eV): 0.863



Entry 5:
# C9H8NO4

The ion C9H8NO4 with charge -1 at a distorted geometry (ωB97M-V with the def2-TZVPD basis set, the Open Molecules 2025 dataset).

Last column: natural (NBO) charge in e.
Atoms and positions in Å:
1 O 0.19754 -1.30769 -1.90737  -0.63
2 C 0.77881 -1.21522 -0.83655  0.57
3 C 1.93189 -2.02607 -0.44290  -0.36
4 C 2.43385 -2.07039 0.79172  -0.12
5 C 1.78546 -1.30098 1.89147  0.35
6 O 2.33593 -1.27953 3.01399  -0.77
7 C 0.59878 -0.61508 1.60593  -0.48
8 C -0.10884 -0.53960 0.26690  -0.17
9 N -0.89056 0.59365 0.11249  -0.48
10 C -2.26475 1.02996 -0.47900  -0.24
11 C -1.98633 2.44737 -0.92572  -0.07
12 O -0.50211 2.60961 -1.05207  -0.49
13 C 0.12187 1.57393 -0.59100  0.89
14 O 1.29129 1.29481 -0.63361  -0.58
15 H 2.36297 -2.68690 -1.17585  0.20
16 H 3.36352 -2.61538 1.01983  0.20
17 H 0.00376 -0.24957 2.44859  0.18
18 H -1.13442 -0.93301 0.05445  0.21
19 H -3.02009 1.01549 0.29378  0.20
20 H -2.55204 0.42619 -1.33826  0.20
21 H -2.39273 2.66873 -1.90945  0.19
22 H -2.35379 3.17967 -0.20739  0.18

## Properties
Net charge: -1
Gap between HOMO and LUMO (Eh): 0.1964
LUMO (eV): 3.014
Maximum force (eV/Å): 10.147
Energy relative to the best compared isomer or geometry (same formula, charge and spin) (eV): 0.000



Entry 6:
# C16H30N2O4S2

A cluster of 4 separate species, C16H30N2O4S2 in total at a distorted geometry (ωB97M-V with the def2-TZVPD basis set, the Open Molecules 2025 dataset).

Last column: natural (NBO) charge in e.
Atoms and positions in Å:
1 O -0.30659 -0.62458 0.82927  -0.94
2 S 0.60883 -1.59754 1.34231  2.18
3 O 2.03367 -1.41074 1.25232  -0.95
4 C 0.28607 -1.93447 3.07584  -0.68
5 C -0.52849 -3.19616 3.10727  -0.41
6 C 0.02364 -4.13873 2.02157  -0.41
7 C 0.21704 -3.26775 0.79507  -0.68
8 H -0.25747 -1.09878 3.52320  0.25
9 H 1.23721 -1.99424 3.59912  0.25
10 H -0.54657 -3.62959 4.10717  0.23
11 H -1.57575 -3.00027 2.85902  0.21
12 H -0.71888 -4.89932 1.78507  0.23
13 H 0.94884 -4.63685 2.30935  0.22
14 H -0.70664 -3.19603 0.20910  0.24
15 H 0.94280 -3.52371 0.02258  0.26
16 O 2.97281 3.84529 -1.69602  -0.95
17 S 3.32138 2.45764 -1.62525  2.18
18 O 3.11523 1.60205 -2.76390  -0.94
19 C 4.99483 2.28526 -1.02525  -0.67
20 C 4.85238 2.42890 0.46657  -0.42
21 C 3.68645 1.53391 0.88985  -0.40
22 C 2.57732 1.68141 -0.16837  -0.67
23 H 5.68356 2.95836 -1.52847  0.25
24 H 5.24596 1.25622 -1.30002  0.23
25 H 5.80005 2.29670 0.98762  0.22
26 H 4.52950 3.44374 0.73904  0.21
27 H 3.34040 1.73122 1.90195  0.22
28 H 3.96664 0.47297 0.90774  0.22
29 H 1.84534 2.39923 0.20550  0.25
30 H 2.04725 0.80130 -0.51150  0.27
31 C -1.98410 -2.06811 -2.53432  -0.62
32 C -3.17426 -1.15541 -2.65169  -0.39
33 C -4.14105 -1.54429 -3.77896  -0.51
34 C -3.52382 -1.38247 -5.09855  0.28
35 N -3.04086 -1.25571 -6.13026  -0.32
36 H -2.30513 -3.12040 -2.49669  0.19
37 H -1.44753 -1.93746 -1.59260  0.22
38 H -1.25252 -2.05065 -3.34138  0.23
39 H -2.83430 -0.13727 -2.86890  0.22
40 H -3.68858 -1.07913 -1.69305  0.20
41 H -5.06334 -0.96903 -3.70066  0.25
42 H -4.44825 -2.59488 -3.73033  0.24
43 C -1.62899 3.61919 1.99358  -0.61
44 C -2.00492 2.15805 1.82671  -0.38
45 C -2.53086 1.84597 0.40152  -0.51
46 C -1.44887 1.93295 -0.57702  0.29
47 N -0.57160 1.98713 -1.31527  -0.33
48 H -1.10542 3.77794 2.93377  0.21
49 H -2.50218 4.27320 1.93801  0.20
50 H -0.96174 3.91024 1.17900  0.22
51 H -2.69342 1.77503 2.57576  0.20
52 H -1.07256 1.58575 1.88220  0.22
53 H -3.30305 2.55909 0.10600  0.24
54 H -2.90945 0.82485 0.35539  0.25

## Properties
Gap between HOMO and LUMO (Eh): 0.3630
LUMO (eV): 0.194
Maximum force (eV/Å): 1.802
Energy relative to the best compared isomer or geometry (same formula, charge and spin) (eV): 0.000